Entry 1:
Here is a 2-piece molecular cluster, C16H33BrN5O4P overall from the OMol25 dataset. Energies are from wB97M-V/def2-TZVPD.

Structure (XYZ):
```
60
Properties=species:S:1:pos:R:3
C -2.649 0.385 4.895
C -1.436 0.471 3.973
N -1.519 1.508 2.926
Br -2.433 3.045 3.413
C -0.952 1.387 1.734
N -0.350 0.169 1.490
C 0.969 0.193 0.828
C 0.981 0.278 -0.697
C 2.370 0.597 -1.296
C 2.341 1.694 -2.372
N 2.815 2.982 -1.857
C -1.175 -0.986 1.117
C -2.124 -0.886 -0.071
C -2.447 -2.324 -0.504
O -3.372 -0.276 0.273
N -0.903 2.412 0.835
C 0.135 3.519 1.185
O 1.261 3.213 0.835
O -0.292 4.496 1.758
P -2.384 2.795 0.039
C -2.263 4.575 -0.304
O -2.138 2.187 -1.478
H -2.597 1.149 5.665
H -2.564 -0.565 5.422
H -3.591 0.446 4.360
H -0.582 0.748 4.597
H -1.211 -0.499 3.559
H 1.617 0.938 1.279
H 1.407 -0.774 1.092
H 0.691 -0.713 -1.062
H 0.214 0.960 -1.058
H 3.089 0.868 -0.527
H 2.698 -0.313 -1.804
H 1.319 1.810 -2.738
H 2.979 1.426 -3.214
H 3.618 3.337 -2.345
H 2.102 3.681 -1.747
H -0.472 -1.781 0.882
H -1.764 -1.378 1.955
H -1.691 -0.382 -0.931
H -3.088 -2.330 -1.381
H -3.037 -2.758 0.309
H -1.564 -2.953 -0.624
H -3.402 -0.130 1.222
H -2.619 4.714 -1.326
H -2.914 5.124 0.369
H -1.259 4.983 -0.248
H -2.985 1.834 -1.772
C 2.970 -3.116 -3.179
C 3.388 -4.259 -2.261
C 2.191 -5.067 -1.744
C 1.283 -4.226 -0.969
N 0.572 -3.567 -0.364
H 2.345 -2.393 -2.655
H 3.846 -2.583 -3.550
H 2.413 -3.488 -4.040
H 3.950 -3.861 -1.414
H 4.056 -4.933 -2.798
H 2.523 -5.886 -1.106
H 1.634 -5.497 -2.579
```

Computed properties:
Total charge: 0
HOMO (Ha): -0.2860


Entry 2:
Here is a 2-piece molecular cluster, C6H13NO overall from the OMol25 dataset. Energies are from wB97M-V/def2-TZVPD.

Structure (XYZ):
```
21
Properties=species:S:1:pos:R:3
C -1.593 1.339 0.005
C -1.012 0.510 -1.153
C 0.417 -0.074 -0.973
C 0.670 -1.311 -1.442
C 2.490 0.064 0.372
C 1.459 0.722 -0.165
N -2.094 0.460 1.051
H -2.334 2.003 -0.477
H -0.739 2.004 0.220
H -1.729 -0.240 -1.528
H -0.862 1.250 -2.015
H -0.051 -1.840 -2.085
H 1.682 -1.612 -1.644
H 3.204 0.681 0.912
H 2.685 -0.981 0.224
H 1.349 1.797 -0.072
H -1.405 -0.173 1.410
H -2.981 0.021 0.903
H 0.401 -1.446 2.951
H 0.510 -1.771 1.397
O -0.069 -1.403 2.107
```

Computed properties:
Total charge: 0
HOMO (Ha): -0.3059


Entry 3:
Here is a 3-piece molecular cluster, C2H11N2O2 overall from the OMol25 dataset. Energies are from wB97M-V/def2-TZVPD.

Structure (XYZ):
```
17
Properties=species:S:1:pos:R:3
C -0.348 -0.640 0.169
C -0.348 -0.386 1.555
N -1.177 -1.103 2.431
N 0.524 0.301 -0.587
H -0.735 -1.496 -0.318
H 0.263 0.396 1.976
H -1.259 -0.966 3.424
H -1.127 -2.001 1.846
H 1.356 -0.220 -1.077
H 0.983 1.131 -0.017
H -0.242 0.530 -1.233
H 1.667 3.011 1.217
H 1.943 3.706 -0.115
O 1.961 2.847 0.269
H -1.957 -1.554 -3.222
H -0.508 -2.127 -3.385
O -0.996 -1.430 -2.933
```

Computed properties:
Multiplicity: 2
Total charge: +2
HOMO (alpha / beta) (Ha): -0.6884 / -0.6884
Expectation value of S²: 0.780


Maximum force for every record listed, in sequence, given in hartree/bohr: 0.0357 0.0464 0.1394.